54
Properties=species:S:1:pos:R:3 method="wB97M-V/def2-TZVPD" orbital_gap_ev=5.54 total_energy_ha=-5687.57138 lumo_ev=2.68 total_charge=-1
Au 0.967 -2.050 2.055
C -0.938 0.173 -0.705
C 0.525 0.597 -0.561
As 1.616 -0.864 0.183
C 1.239 -2.146 -1.268
C 1.429 -1.754 -2.593
C 1.126 -2.611 -3.640
C 0.632 -3.882 -3.367
C 0.445 -4.278 -2.052
C 0.744 -3.416 -1.001
C 3.385 -0.304 -0.401
C 4.317 -1.249 -0.821
C 5.605 -0.862 -1.162
C 5.977 0.473 -1.082
C 5.057 1.419 -0.655
C 3.769 1.031 -0.311
As -1.806 -0.357 1.026
C -1.196 1.170 2.092
C -1.216 2.483 1.625
C -0.781 3.527 2.428
C -0.326 3.267 3.715
C -0.311 1.965 4.192
C -0.743 0.920 3.383
C -3.561 0.423 0.540
C -4.271 1.291 1.366
C -5.547 1.721 1.022
C -6.139 1.288 -0.155
C -5.449 0.413 -0.983
C -4.177 -0.018 -0.632
H -1.022 -0.689 -1.370
H -1.523 0.984 -1.141
H 0.604 1.428 0.142
H 0.947 0.932 -1.511
H 1.826 -0.768 -2.813
H 1.274 -2.291 -4.665
H 0.393 -4.558 -4.180
H 0.057 -5.265 -1.830
H 0.568 -3.723 0.027
H 4.029 -2.292 -0.890
H 6.320 -1.606 -1.491
H 6.983 0.774 -1.348
H 5.342 2.462 -0.586
H 3.059 1.777 0.029
H -1.587 2.694 0.628
H -0.798 4.543 2.051
H 0.018 4.080 4.344
H 0.047 1.755 5.192
H -0.704 -0.103 3.743
H -3.823 1.644 2.287
H -6.079 2.399 1.679
H -7.133 1.625 -0.423
H -5.903 0.061 -1.901
H -3.658 -0.713 -1.284
O 0.396 -3.515 3.075



53
Properties=species:S:1:pos:R:3 method="wB97M-V/def2-TZVPD" orbital_gap_ev="5.15 / 5.13" total_energy_ha=-1435.77200 lumo_ev="2.51 / 2.47" total_charge=-1
Au -1.356 -2.515 -0.174
C 4.967 -1.219 -2.553
C 4.017 -2.191 -2.272
C 2.859 -1.852 -1.586
C 2.632 -0.546 -1.152
C 3.582 0.424 -1.466
C 4.741 0.090 -2.154
Sb 0.727 -0.071 -0.224
C 1.364 1.921 0.464
C 2.470 2.163 1.274
C 2.763 3.451 1.703
C 1.942 4.511 1.340
C 0.821 4.278 0.558
C 0.537 2.989 0.124
C 1.248 -0.924 1.691
C 0.476 -0.555 2.790
C 0.710 -1.106 4.040
C 1.716 -2.047 4.209
C 2.484 -2.431 3.119
C 2.251 -1.871 1.870
H 5.876 -1.481 -3.081
H 4.178 -3.213 -2.593
H 2.114 -2.617 -1.390
H 3.419 1.453 -1.170
H 5.472 0.857 -2.382
H 3.111 1.340 1.572
H 3.633 3.629 2.324
H 2.172 5.516 1.675
H 0.164 5.097 0.289
H -0.344 2.807 -0.484
H -0.324 0.167 2.658
H 0.104 -0.807 4.887
H 1.901 -2.481 5.184
H 3.267 -3.170 3.245
H 2.861 -2.174 1.028
C -2.380 -1.193 -2.936
C -3.599 -0.686 -2.216
C -4.582 -0.060 -2.967
C -5.743 0.459 -2.412
C -5.906 0.344 -1.034
C -4.966 -0.272 -0.239
C -5.173 -0.376 1.245
C -3.746 -0.820 -0.790
N -2.926 -1.331 0.124
H -2.484 -1.032 -4.011
H -2.215 -2.262 -2.765
H -1.478 -0.677 -2.605
H -4.429 0.036 -4.039
H -6.494 0.936 -3.030
H -6.804 0.742 -0.568
H -6.132 0.057 1.535
H -4.369 0.137 1.782
H -5.132 -1.421 1.563



70
Properties=species:S:1:pos:R:3 method="wB97M-V/def2-TZVPD" orbital_gap_ev=6.93 total_energy_ha=-3386.98643 lumo_ev=2.28 total_charge=-1
Cd 0.812 -0.556 0.506
O -0.448 0.071 2.462
N -0.434 1.304 2.904
C -1.620 1.899 3.146
C -1.702 3.180 3.617
C -0.508 3.887 3.820
C 0.686 3.281 3.543
C 0.769 1.952 3.063
S 2.197 1.162 2.634
H -2.471 1.274 2.924
H -2.670 3.621 3.800
H -0.530 4.906 4.183
H 1.626 3.799 3.669
O -1.557 2.628 -1.784
C -2.640 1.956 -2.260
C -3.615 2.629 -2.995
C -4.699 1.950 -3.522
C -4.817 0.582 -3.321
C -3.843 -0.081 -2.594
C -2.746 0.579 -2.046
C -1.739 -0.199 -1.246
O -1.141 0.367 -0.295
N -1.627 -1.456 -1.631
N -0.704 -2.145 -0.869
C -0.650 -3.385 -1.117
S -1.757 -4.174 -2.259
C -1.018 -5.821 -2.047
C -0.453 -5.911 -0.641
S 0.557 -4.429 -0.381
H -1.600 3.545 -2.080
H -3.506 3.696 -3.157
H -5.444 2.491 -4.092
H -5.658 0.037 -3.730
H -3.905 -1.148 -2.429
H -0.230 -5.971 -2.784
H -1.804 -6.559 -2.210
H 0.194 -6.779 -0.517
H -1.256 -5.950 0.097
N -1.209 -2.568 2.035
N -0.328 -3.214 2.909
C 1.013 -3.121 2.962
N 1.602 -3.875 3.912
N 1.605 -2.286 2.112
N 2.979 -2.238 2.054
O 3.701 -3.093 2.577
O 3.418 -1.301 1.449
H -1.143 -1.554 2.167
H -0.965 -2.796 1.070
H -0.778 -3.750 3.634
H 1.049 -4.541 4.420
H 2.613 -3.955 3.849
O 3.467 -1.810 -2.668
C 2.798 -1.317 -1.762
O 2.116 -1.900 -0.881
C 2.802 0.228 -1.707
C 3.730 0.939 -2.508
C 3.754 2.295 -2.445
C 2.827 2.977 -1.618
C 2.783 4.387 -1.508
C 1.855 4.987 -0.706
C 0.917 4.204 0.003
C 0.937 2.842 -0.087
C 1.912 2.200 -0.882
N 1.947 0.835 -0.928
H 4.392 0.357 -3.131
H 4.466 2.872 -3.024
H 3.497 4.976 -2.071
H 1.830 6.066 -0.618
H 0.174 4.687 0.625
H 0.189 2.235 0.403



60
Properties=species:S:1:pos:R:3 method="wB97M-V/def2-TZVPD" orbital_gap_ev=5.30 total_energy_ha=-5353.97006 lumo_ev=-4.74 total_charge=+1
C -0.245 1.793 -4.658
C 0.075 2.138 -3.353
C -0.980 2.646 -2.503
C -2.240 1.960 -2.703
C -2.544 1.501 -4.004
C -1.582 1.524 -5.008
C -3.111 1.792 -1.609
C -2.886 2.662 -0.520
C -1.617 3.333 -0.424
C -1.233 3.612 0.946
C -2.209 3.937 1.868
C -3.562 3.639 1.598
C -3.871 2.930 0.457
H 0.544 1.683 -5.399
H -3.570 1.145 -4.187
H -1.841 1.291 -6.044
H -4.029 1.159 -1.672
H -1.903 4.375 2.814
H -4.322 3.925 2.324
H -4.893 2.561 0.255
N -0.810 3.557 -1.508
Lu -0.940 -0.907 0.102
C 1.417 1.791 -2.751
H 1.726 2.595 -2.053
H 2.196 1.616 -3.526
C 0.199 3.351 1.355
H 0.861 3.769 0.568
H 0.423 3.752 2.366
P 1.279 0.208 -1.685
P 0.512 1.478 1.407
C -0.003 1.149 3.142
H 0.197 0.098 3.394
H 0.559 1.793 3.834
H -1.078 1.328 3.268
C 2.323 1.598 1.668
H 2.539 2.030 2.653
H 2.794 0.612 1.607
H 2.752 2.243 0.894
C 1.191 -1.040 -3.032
H 1.868 -0.794 -3.866
H 1.465 -2.029 -2.637
H 0.163 -1.108 -3.408
C 3.074 0.050 -1.321
H 3.280 -0.791 -0.650
H 3.645 -0.096 -2.248
H 3.434 0.959 -0.830
C 0.971 -1.612 0.857
O 2.020 -1.894 1.315
H -2.011 0.120 -0.706
Cl -2.745 -0.903 1.844
C -3.511 -1.738 0.421
C -2.775 -1.882 -0.751
C -3.309 -2.253 -1.973
Cl -2.413 -2.062 -3.430
C -4.622 -2.745 -1.973
Cl -5.288 -3.373 -3.412
C -5.364 -2.722 -0.751
Cl -6.938 -3.359 -0.756
C -4.836 -2.189 0.460
Cl -5.772 -2.123 1.898



What did the third record say?
70
Properties=species:S:1:pos:R:3 method="wB97M-V/def2-TZVPD" orbital_gap_ev=6.93 total_energy_ha=-3386.98643 lumo_ev=2.28 total_charge=-1
Cd 0.812 -0.556 0.506
O -0.448 0.071 2.462
N -0.434 1.304 2.904
C -1.620 1.899 3.146
C -1.702 3.180 3.617
C -0.508 3.887 3.820
C 0.686 3.281 3.543
C 0.769 1.952 3.063
S 2.197 1.162 2.634
H -2.471 1.274 2.924
H -2.670 3.621 3.800
H -0.530 4.906 4.183
H 1.626 3.799 3.669
O -1.557 2.628 -1.784
C -2.640 1.956 -2.260
C -3.615 2.629 -2.995
C -4.699 1.950 -3.522
C -4.817 0.582 -3.321
C -3.843 -0.081 -2.594
C -2.746 0.579 -2.046
C -1.739 -0.199 -1.246
O -1.141 0.367 -0.295
N -1.627 -1.456 -1.631
N -0.704 -2.145 -0.869
C -0.650 -3.385 -1.117
S -1.757 -4.174 -2.259
C -1.018 -5.821 -2.047
C -0.453 -5.911 -0.641
S 0.557 -4.429 -0.381
H -1.600 3.545 -2.080
H -3.506 3.696 -3.157
H -5.444 2.491 -4.092
H -5.658 0.037 -3.730
H -3.905 -1.148 -2.429
H -0.230 -5.971 -2.784
H -1.804 -6.559 -2.210
H 0.194 -6.779 -0.517
H -1.256 -5.950 0.097
N -1.209 -2.568 2.035
N -0.328 -3.214 2.909
C 1.013 -3.121 2.962
N 1.602 -3.875 3.912
N 1.605 -2.286 2.112
N 2.979 -2.238 2.054
O 3.701 -3.093 2.577
O 3.418 -1.301 1.449
H -1.143 -1.554 2.167
H -0.965 -2.796 1.070
H -0.778 -3.750 3.634
H 1.049 -4.541 4.420
H 2.613 -3.955 3.849
O 3.467 -1.810 -2.668
C 2.798 -1.317 -1.762
O 2.116 -1.900 -0.881
C 2.802 0.228 -1.707
C 3.730 0.939 -2.508
C 3.754 2.295 -2.445
C 2.827 2.977 -1.618
C 2.783 4.387 -1.508
C 1.855 4.987 -0.706
C 0.917 4.204 0.003
C 0.937 2.842 -0.087
C 1.912 2.200 -0.882
N 1.947 0.835 -0.928
H 4.392 0.357 -3.131
H 4.466 2.872 -3.024
H 3.497 4.976 -2.071
H 1.830 6.066 -0.618
H 0.174 4.687 0.625
H 0.189 2.235 0.403